14
Properties=species:S:1:pos:R:3:forces:R:3 method="wB97M-V/def2-TZVPD" homo_energy_ev=-10.72 multiplicity=1 homo_lumo_gap_ev=11.713 max_force_ev_per_a=0.501 e_tot_ev=-8372.694
C -2.0687 0.1671 -0.3160 -0.06 -0.03 -0.02
C -0.8028 0.5689 0.4382 0.03 0.04 0.01
C 0.3464 -0.3723 0.1213 -0.21 -0.10 -0.08
O 1.5773 0.2754 0.4909 0.12 -0.02 -0.03
C 2.6818 -0.2386 -0.0543 0.09 -0.26 -0.19
O 2.7302 -1.2014 -0.7753 -0.02 0.39 0.31
H -2.3996 -0.8421 -0.0456 0.05 0.14 -0.02
H -2.8899 0.8577 -0.1026 0.11 -0.11 -0.01
H -1.8926 0.1809 -1.3980 -0.04 0.00 0.16
H -0.9864 0.5885 1.5189 0.04 0.01 -0.15
H -0.5036 1.5829 0.1492 -0.04 -0.13 0.01
H 0.2709 -1.3179 0.6703 0.00 0.11 -0.10
H 0.3852 -0.6113 -0.9461 -0.02 0.06 0.12
H 3.5517 0.3621 0.2492 -0.07 -0.09 -0.02

***

14
Properties=species:S:1:pos:R:3:forces:R:3 method="wB97M-V/def2-TZVPD" homo_energy_ev=-8.69 multiplicity=1 homo_lumo_gap_ev=9.373 max_force_ev_per_a=0.470 e_tot_ev=-8369.235
C -0.7976 -1.0604 -0.2184 0.06 -0.11 -0.03
C -1.0262 1.3063 1.4310 0.10 0.42 -0.18
O -0.1102 1.6998 0.5890 -0.37 -0.15 0.22
C 0.9284 0.7345 0.3365 0.13 -0.11 -0.06
C 0.3361 -0.1798 -0.7402 -0.22 0.13 0.03
O 1.3449 -0.9557 -1.3533 0.19 -0.19 0.16
H -0.4285 -1.7143 0.5824 -0.02 0.03 -0.15
H -1.6328 -0.5050 0.2182 0.19 -0.03 -0.18
H -1.1827 -1.6674 -1.0403 0.06 0.00 0.05
H -1.8497 2.0296 1.2162 0.13 0.15 0.34
H 1.1761 0.2020 1.2619 -0.13 0.08 -0.11
H 1.8005 1.2751 -0.0421 -0.20 -0.09 0.02
H -0.0432 0.4910 -1.5207 0.03 -0.16 0.03
H 1.5191 -1.7105 -0.7770 0.06 0.04 -0.14

***

14
Properties=species:S:1:pos:R:3:forces:R:3 method="wB97M-V/def2-TZVPD" homo_energy_ev=-9.35 multiplicity=1 homo_lumo_gap_ev=10.185 max_force_ev_per_a=0.469 e_tot_ev=-8368.244
C -0.7196 -0.8416 -0.3424 -0.02 -0.15 -0.10
C -0.5157 0.3701 -1.2418 -0.23 -0.06 -0.04
O 0.7539 0.9550 -1.0004 0.02 0.04 -0.04
C 1.2033 0.6832 0.3069 0.14 -0.11 0.29
C 0.0962 0.0603 1.1492 0.00 0.46 -0.11
O 0.3996 -0.8290 2.0741 0.06 0.04 0.24
H -0.2473 -1.1645 0.9135 -0.12 -0.08 -0.34
H -0.1619 -1.7078 -0.7234 -0.04 0.08 0.05
H -1.7759 -1.0876 -0.2057 0.15 0.06 0.02
H -0.5456 0.0917 -2.2995 -0.02 0.03 0.14
H -1.3147 1.1045 -1.0653 0.11 -0.08 0.01
H 1.5170 1.6161 0.7939 -0.06 -0.13 -0.04
H 2.0552 -0.0077 0.2990 -0.11 0.07 -0.05
H -0.7445 0.7572 1.3418 0.13 -0.16 -0.04

***

> What is the multiplicity in the second record?

1

***

> Look up the multiplicity of the third one.

1

***

Please write out number 3 again, unchanged.
14
Properties=species:S:1:pos:R:3:forces:R:3 method="wB97M-V/def2-TZVPD" homo_energy_ev=-9.35 multiplicity=1 homo_lumo_gap_ev=10.185 max_force_ev_per_a=0.469 e_tot_ev=-8368.244
C -0.7196 -0.8416 -0.3424 -0.02 -0.15 -0.10
C -0.5157 0.3701 -1.2418 -0.23 -0.06 -0.04
O 0.7539 0.9550 -1.0004 0.02 0.04 -0.04
C 1.2033 0.6832 0.3069 0.14 -0.11 0.29
C 0.0962 0.0603 1.1492 0.00 0.46 -0.11
O 0.3996 -0.8290 2.0741 0.06 0.04 0.24
H -0.2473 -1.1645 0.9135 -0.12 -0.08 -0.34
H -0.1619 -1.7078 -0.7234 -0.04 0.08 0.05
H -1.7759 -1.0876 -0.2057 0.15 0.06 0.02
H -0.5456 0.0917 -2.2995 -0.02 0.03 0.14
H -1.3147 1.1045 -1.0653 0.11 -0.08 0.01
H 1.5170 1.6161 0.7939 -0.06 -0.13 -0.04
H 2.0552 -0.0077 0.2990 -0.11 0.07 -0.05
H -0.7445 0.7572 1.3418 0.13 -0.16 -0.04